Model A:
This record from the OMol25 dataset describes an isolated molecule of C4H7NO. The level of theory is ωB97M-V/def2-TZVPD.

Values from the calculation:
- Gap between HOMO and LUMO: 10.6 eV
- SMILES: C[C@H]1CN=CO1
- HOMO: -0.353 Eh
- LUMO energy: 1.01 eV
- Net charge: 0

Last column: Mulliken charge in e.
Geometry (Å):
H (-1.292, 0.762, 1.117)  0.283
C (-0.204, 0.724, 1.005)  -0.493
O (1.304, -0.508, -0.281)  -0.399
C (0.232, 0.454, -0.450)  0.392
N (0.353, -0.396, 1.774)  -0.493
H (-1.718, 0.474, -1.383)  0.346
C (-0.847, -0.186, -1.304)  -1.284
H (-0.475, -0.400, -2.310)  0.342
H (1.782, -1.822, 1.233)  0.390
C (1.163, -0.966, 0.985)  0.049
H (0.207, 1.661, 1.400)  0.285
H (-1.168, -1.127, -0.845)  0.305
H (0.664, 1.330, -0.941)  0.277

***

Model B:
This record from the OMol25 dataset describes a structure of composition C4H7NO. The level of theory is ωB97M-V/def2-TZVPD.

Values from the calculation:
- Gap between HOMO and LUMO: 8.7 eV
- HOMO: -0.290 Eh
- LUMO energy: 0.81 eV
- Net charge: 0

Last column: Mulliken charge in e.
Geometry (Å):
C (0.493, 0.674, -0.941)  -0.159
H (0.752, 2.294, 0.524)  0.251
H (-2.131, -0.662, -0.295)  0.240
O (0.789, -1.884, 0.361)  -0.336
H (0.744, 1.247, -1.832)  0.282
C (0.538, 1.235, 0.403)  -0.180
H (0.687, -1.537, 1.268)  0.292
H (0.870, 0.619, 1.245)  0.055
H (0.450, -0.673, -1.384)  0.356
C (-0.054, -1.298, -0.488)  -0.209
H (-1.221, -0.551, 1.220)  0.356
N (-0.766, 0.955, -0.210)  -0.395
C (-1.151, -0.419, 0.129)  -0.553

***

Model C:
This record from the OMol25 dataset describes an isolated molecule of C4H7NO. The level of theory is ωB97M-V/def2-TZVPD.

Values from the calculation:
- Gap between HOMO and LUMO: 10.7 eV
- SMILES: C1N[C@H]1[C@H]1CO1
- HOMO: -0.351 Eh
- LUMO energy: 1.17 eV
- Net charge: 0

Last column: Mulliken charge in e.
Geometry (Å):
H (2.785, 0.341, -0.001)  0.270
H (1.683, -0.550, 1.169)  0.226
N (1.107, -0.729, -0.915)  -0.618
O (-1.064, -0.786, 0.853)  -0.449
H (-0.771, 1.259, 1.245)  0.363
C (-0.668, 0.518, 0.443)  -0.058
H (-2.867, 0.199, 0.306)  0.277
H (-1.870, -0.478, -1.094)  0.226
C (-1.890, -0.092, -0.076)  -0.347
H (0.676, 1.283, -1.184)  0.352
C (0.588, 0.529, -0.414)  -0.085
H (0.518, -1.481, -0.569)  0.314
C (1.800, -0.080, 0.193)  -0.472

***

Model D:
This record from the OMol25 dataset describes an isolated molecule of C4H7NO. The level of theory is ωB97M-V/def2-TZVPD.

Values from the calculation:
- Gap between HOMO and LUMO: 8.9 eV
- HOMO: -0.301 Eh
- LUMO energy: 0.72 eV
- Net charge: 0

Last column: Mulliken charge in e.
Geometry (Å):
H (0.236, -1.389, 0.173)  0.418
C (0.022, 0.072, -1.526)  -0.451
H (-2.211, 0.486, 0.015)  0.374
H (0.047, 1.582, 0.107)  0.310
C (-1.727, -0.446, 0.326)  -1.457
H (0.963, -0.408, -1.850)  0.159
C (1.832, 0.599, 0.445)  0.051
H (2.291, 1.592, 0.593)  0.340
N (0.508, 0.689, -0.009)  -0.068
H (-1.744, -0.536, 1.418)  0.328
H (-2.309, -1.272, -0.096)  0.341
C (-0.321, -0.533, -0.218)  0.111
O (2.413, -0.437, 0.624)  -0.456

***

The structure with the least stability is model B.

***

Model A:
This record from the OMol25 dataset describes a structure of composition C4H7NO. The level of theory is ωB97M-V/def2-TZVPD.

Values from the calculation:
- Gap between HOMO and LUMO: 7.9 eV
- HOMO: -0.275 Eh
- LUMO energy: 0.40 eV
- Net charge: 0

Last column: Mulliken charge in e.
Geometry (Å):
H (-0.231, -1.029, 1.721)  0.221
N (2.109, 0.401, 0.661)  -0.634
H (-0.380, 2.259, 0.066)  0.204
C (-0.889, -0.844, -0.374)  -0.196
O (0.268, 0.427, -0.846)  -0.341
C (-0.930, 1.363, -0.256)  -0.745
H (-1.405, 1.606, -1.217)  0.231
H (-0.788, -1.394, -1.309)  0.250
C (0.130, -1.155, 0.700)  -0.197
H (2.418, 1.206, 0.115)  0.283
H (-1.915, -0.670, -0.086)  0.284
H (0.597, -2.137, 0.580)  0.275
C (1.014, -0.034, 0.246)  0.363

***

Model B:
This record from the OMol25 dataset describes a structure of composition C4H7NO. The level of theory is ωB97M-V/def2-TZVPD.

Values from the calculation:
- Gap between HOMO and LUMO: 10.6 eV
- HOMO: -0.352 Eh
- LUMO energy: 1.01 eV
- Net charge: 0

Last column: Mulliken charge in e.
Geometry (Å):
H (1.714, -0.490, -1.789)  0.227
O (0.395, -0.956, -0.230)  -0.414
H (0.305, 1.598, -1.772)  0.254
C (0.644, -0.637, -1.620)  -0.276
C (-0.351, 0.031, 2.269)  -0.713
H (0.021, -0.979, 2.066)  0.291
H (-1.159, 0.580, -1.937)  0.191
H (-1.340, -0.046, 2.732)  0.257
H (0.311, 0.508, 3.002)  0.254
C (-0.158, 0.297, -0.014)  0.565
N (-0.473, 0.847, 1.066)  -0.519
C (-0.166, 0.658, -1.485)  -0.363
H (0.258, -1.411, -2.288)  0.246

***

Model C:
This record from the OMol25 dataset describes an isolated molecule of C4H7NO. The level of theory is ωB97M-V/def2-TZVPD.

Values from the calculation:
- Gap between HOMO and LUMO: 8.3 eV
- SMILES: C[N@@H+]1C/C1=C\[O-]
- HOMO: -0.287 Eh
- LUMO energy: 0.47 eV
- Net charge: 0

Last column: Mulliken charge in e.
Geometry (Å):
C (-1.625, 0.060, -0.387)  -0.782
H (-1.810, 0.271, 0.671)  0.291
N (-0.170, 0.201, -0.561)  -0.078
C (0.929, -0.835, -0.771)  -0.214
H (1.825, -0.394, -1.228)  0.229
H (-1.929, -0.969, -0.583)  0.252
H (0.409, 1.289, 1.726)  0.214
C (0.547, -0.444, 0.562)  -0.362
H (0.614, -1.769, -1.241)  0.188
O (2.132, 0.272, 2.179)  -0.554
C (1.110, 0.423, 1.528)  0.107
H (-2.169, 0.773, -1.010)  0.375
H (0.137, 1.121, -0.885)  0.333

***

Model D:
This record from the OMol25 dataset describes a cluster of 2 separate species, C4H7NO in total. The level of theory is ωB97M-V/def2-TZVPD.

Values from the calculation:
- Gap between HOMO and LUMO (alpha / beta): 8.2 / 8.2 eV
- HOMO (alpha / beta): -0.303 / -0.303 Eh
- LUMO energy (alpha / beta): -0.04 / -0.04 eV
- Net charge: 0

Last column: Mulliken charge in e.
Geometry (Å):
H (1.789, 1.236, 1.362)  0.298
H (-2.728, 0.078, 0.238)  0.301
N (3.098, -0.915, -1.099)  -0.474
H (-2.288, -1.247, -0.849)  0.342
H (1.341, 1.738, -0.410)  0.328
H (-1.772, -1.291, 0.845)  0.292
O (0.086, 0.474, 0.622)  -0.222
C (-0.654, 0.040, -0.403)  -0.139
C (-1.931, -0.635, -0.016)  -1.177
H (0.837, -0.729, -0.865)  0.171
C (1.997, -0.652, -0.843)  0.301
H (-0.627, 0.682, -1.287)  0.405
C (1.208, 1.102, 0.460)  -0.426

***

The structure with the least stability is model A.

***

Model A:
This record from the OMol25 dataset describes an isolated molecule of C4H7NO. The level of theory is ωB97M-V/def2-TZVPD.

Values from the calculation:
- Gap between HOMO and LUMO: 10.9 eV
- SMILES: C[C@H]1CN1C=O
- HOMO: -0.366 Eh
- LUMO energy: 0.96 eV
- Net charge: 0

Last column: Mulliken charge in e.
Geometry (Å):
H (0.898, 0.355, 0.938)  0.467
H (-1.174, 1.843, 0.290)  0.277
H (1.793, -1.187, -0.831)  0.294
N (-0.901, -0.409, 0.200)  -0.411
O (-0.344, -0.367, 2.477)  -0.485
H (0.546, -0.619, -1.957)  0.353
C (1.223, -0.314, -1.157)  -1.358
H (-1.143, 1.043, -1.339)  0.220
C (-1.104, -0.664, 1.589)  0.133
C (-0.825, 0.994, -0.299)  -0.459
H (1.924, 0.423, -1.568)  0.307
H (-1.999, -1.290, 1.743)  0.372
C (0.405, 0.230, -0.017)  0.292

***

Model B:
This record from the OMol25 dataset describes an isolated molecule of C4H7NO. The level of theory is ωB97M-V/def2-TZVPD.

Values from the calculation:
- Gap between HOMO and LUMO: 10.6 eV
- SMILES: C[C@H]1CN=CO1
- HOMO: -0.354 Eh
- LUMO energy: 1.01 eV
- Net charge: 0

Last column: Mulliken charge in e.
Geometry (Å):
C (-0.636, -1.202, -0.807)  -1.233
O (1.376, -0.020, -0.269)  -0.393
H (-0.028, 0.722, -1.591)  0.286
N (0.418, 0.786, 1.620)  -0.489
H (-0.429, 2.125, 0.260)  0.265
H (-0.344, -1.848, 0.027)  0.299
H (-1.729, -1.162, -0.850)  0.327
H (-0.275, -1.668, -1.730)  0.331
C (1.409, 0.230, 1.063)  0.015
H (2.317, -0.082, 1.570)  0.388
C (-0.014, 0.181, -0.642)  0.356
H (-1.550, 0.878, 0.828)  0.306
C (-0.516, 1.061, 0.521)  -0.458

***

The structure with the least stability is model A.